No. 1
C20H15FeN5O6S | the ωB97M-V functional and the def2-TZVPD basis

Last column: Löwdin charge in e.
Positions of all 48 atoms, in Å:
Fe: -0.2153 0.0694 -0.0159  1.052
O: 4.0819 -1.0971 -0.8769  0.184
C: 2.9715 -0.5503 -0.4477  -0.438
O: 1.9895 -0.3638 -1.1586  0.029
C: 2.9521 -0.1514 0.9792  -0.173
C: 3.9989 -0.2726 1.8852  0.036
C: 3.7728 0.1368 3.1952  -0.005
C: 2.5358 0.6510 3.5546  0.054
C: 1.5476 0.7279 2.5755  -0.135
N: 1.7637 0.3300 1.3433  0.114
C: 0.0939 1.2534 2.8271  -0.607
O: -0.1691 1.6896 3.9195  0.101
O: -0.6241 1.1362 1.7959  -0.093
H: 4.0258 -1.3644 -1.8111  0.159
H: 4.9475 -0.6718 1.5623  0.126
H: 4.5594 0.0392 3.9273  0.121
H: 2.3194 0.9871 4.5546  0.131
O: -0.6268 -1.7849 1.1475  -0.037
N: -1.2046 -2.7557 0.5809  0.044
N: -1.5545 -2.5869 -0.6340  -0.165
O: -1.3058 -1.4780 -1.2559  -0.035
C: -2.1712 -3.6502 -1.3224  -0.172
C: -2.1815 -3.6233 -2.7131  0.008
C: -2.7273 -4.6824 -3.4120  -0.047
C: -3.2802 -5.7539 -2.7256  -0.043
C: -3.2807 -5.7698 -1.3360  -0.045
C: -2.7272 -4.7203 -0.6259  0.006
H: -1.7467 -2.7766 -3.2174  0.118
H: -2.7066 -4.6769 -4.4913  0.117
H: -3.7121 -6.5770 -3.2746  0.117
H: -3.7072 -6.6091 -0.8062  0.118
H: -2.7214 -4.7129 0.4511  0.117
N: 0.9395 2.1471 -2.7759  0.131
C: -0.3556 2.3083 -2.4901  -0.657
N: -0.9657 1.6930 -1.5167  0.033
C: -2.2999 2.0193 -1.4609  -0.315
C: -3.2159 1.5156 -0.5415  -0.021
C: -4.5365 1.9048 -0.6410  -0.062
C: -4.9509 2.7984 -1.6297  -0.072
C: -4.0450 3.3461 -2.5227  -0.077
C: -2.7234 2.9418 -2.4385  -0.454
S: -1.3594 3.4030 -3.4322  1.121
H: 1.4481 1.4263 -2.2888  0.073
H: 1.3582 2.6139 -3.5613  0.111
H: -2.8684 0.8400 0.2334  0.098
H: -5.2622 1.5184 0.0586  0.111
H: -5.9924 3.0762 -1.6962  0.110
H: -4.3606 4.0675 -3.2607  0.114

## Properties
Frontier orbital gap (alpha / beta) = 0.2792 / 0.1692 Eh
E_HOMO (alpha / beta) = -11.10 / -11.10 eV
Spin multiplicity = 6
ΔE to the lowest compared entry with this formula, charge and spin = 1.985 eV
Charge = +1
Largest force on an atom = 3.16 eV/A
E = -85934.301 eV

---

No. 2
C10H16N2O5 | the ωB97M-V functional and the def2-TZVPD basis

Last column: Löwdin charge in e.
Positions of all 33 atoms, in Å:
C: -2.7992 -0.6730 0.7701  -0.237
C: -1.3220 -0.3923 1.2891  -0.416
C: -2.7191 -1.8616 -0.1060  -0.171
C: -2.1860 -1.2947 -1.4554  -0.125
C: -2.9409 0.0881 -1.5212  -0.231
C: 0.5008 1.1521 0.8705  -0.180
C: 0.5707 2.3918 -0.0169  -0.473
C: 1.8644 0.2587 0.7737  -0.088
C: 2.2239 -0.2933 -0.5265  -0.165
C: 3.0250 -1.4662 -0.4373  -0.535
H: -3.9131 1.1877 -0.0923  0.127
H: -3.5117 -0.7986 1.6163  0.154
H: -3.8007 -2.2604 -0.1532  0.139
H: -2.1061 -2.6832 0.4263  0.143
H: -2.0830 -2.0392 -2.3457  0.136
H: -1.1225 -1.0077 -1.3940  0.082
H: -2.3274 0.9684 -1.8285  0.102
H: -3.8827 0.1366 -2.0718  0.103
H: -1.3830 1.1760 -0.0082  0.087
H: 0.6868 1.5751 1.8808  0.161
H: 1.8140 -0.6721 1.4155  0.149
H: 2.5988 1.0802 1.1409  0.148
H: 2.7734 0.4511 -1.1499  0.150
H: 1.3033 -0.4995 -0.9248  0.104
H: 4.4834 -0.4519 -0.9332  0.119
H: 1.6652 3.8911 -0.4452  0.135
N: -3.2537 0.4222 -0.1703  -0.078
N: -0.8098 0.6739 0.6313  0.113
O: -0.8686 -1.2526 2.0187  0.073
O: -0.2048 2.5687 -0.9418  0.101
O: 2.5779 -2.6128 -0.3790  0.114
O: 4.3558 -1.2535 -0.3890  0.117
O: 1.6327 3.1525 0.1661  0.139

## Properties
Frontier orbital gap = 0.3082 Eh
E_HOMO = -8.23 eV
ΔE to the lowest compared entry with this formula, charge and spin = 2.904 eV
Largest force on an atom = 5.00 eV/A
E = -23846.035 eV

---

No. 3
H28O14 | the ωB97M-V functional and the def2-TZVPD basis

Last column: Löwdin charge in e.
Positions of all 42 atoms, in Å:
H: 0.7756 -0.1927 0.4840  -0.020
H: -0.2943 0.6694 1.1337  0.051
H: 0.5580 2.8825 -0.7493  0.020
H: 1.2801 3.9318 0.0800  0.053
H: 0.0631 -3.1183 -1.5875  -0.033
H: -1.0436 -4.1555 -1.4904  0.026
H: -1.4990 4.3072 0.0373  0.007
H: -1.0639 5.0426 1.2943  0.025
H: -0.8752 -0.9554 -1.5112  0.015
H: 0.2773 -0.8669 -2.4981  0.058
H: 3.5069 -0.2501 4.8210  0.039
H: 2.6432 -0.2268 3.5705  0.008
H: -4.8088 -0.3904 1.6970  0.027
H: -4.0817 0.7737 2.3499  0.034
H: 0.9554 1.0456 -3.6217  0.063
H: 0.1317 1.2431 -2.3597  0.021
H: 1.9408 -2.2371 -0.5254  0.017
H: 3.3496 -2.3497 0.0338  0.056
H: 2.4476 1.8687 -2.4562  0.029
H: 3.1799 1.4575 -1.1894  0.036
H: -4.0929 -3.1461 0.4154  0.038
H: -3.1352 -2.2969 -0.4042  0.018
H: -0.2212 -2.6788 1.1849  0.025
H: -0.0608 -1.6073 2.2508  0.023
H: -2.5923 0.8775 -0.5212  0.049
H: -1.9496 0.3528 -1.7947  0.024
H: 2.6228 0.6513 1.5834  0.063
H: 2.8268 0.1959 0.1478  0.025
O: -0.1544 0.0494 0.4092  -0.093
O: 0.6568 3.2005 0.1552  -0.045
O: -0.2081 -3.9751 -1.9358  -0.068
O: -1.7352 5.0512 0.6027  -0.067
O: 0.0027 -1.3117 -1.6883  -0.045
O: 3.2659 -0.7815 4.0538  -0.051
O: -4.3076 0.4060 1.4881  -0.059
O: 0.6631 1.7249 -3.0035  -0.058
O: 2.8323 -1.8876 -0.6355  -0.048
O: 2.6671 1.0972 -1.9217  -0.064
O: -3.7309 -2.2551 0.3524  -0.052
O: -0.7263 -2.1491 1.8120  -0.052
O: -2.4835 0.0740 -1.0422  -0.039
O: 2.4178 -0.0708 0.9788  -0.059

## Properties
Frontier orbital gap = 0.3572 Eh
E_HOMO = -10.08 eV
ΔE to the lowest compared entry with this formula, charge and spin = 3.755 eV
Largest force on an atom = 1.70 eV/A
E = -29117.897 eV

---

No. 4
C17H17BrCdN5O3S2 | the ωB97M-V functional and the def2-TZVPD basis

Last column: Löwdin charge in e.
Positions of all 46 atoms, in Å:
Cd: 1.0362 0.3197 -0.7520  1.250
C: -2.4940 4.8290 -0.7351  -0.464
S: -0.8195 4.7849 -1.3946  0.724
C: -0.3342 3.1164 -0.9764  -1.220
S: 1.3029 2.7390 -1.5138  0.300
N: -1.1904 2.3832 -0.3699  -0.138
N: -0.7995 1.1190 0.0047  -0.259
C: -1.9254 0.3056 0.3026  -0.369
C: -1.4725 -1.0341 0.8772  -0.244
C: -2.3970 -1.8646 1.5115  -0.033
C: -1.9855 -3.0733 2.0376  -0.081
C: -0.6502 -3.4369 1.9259  -0.079
C: 0.2061 -2.5549 1.2948  -0.136
N: -0.1930 -1.3899 0.7913  0.058
H: -2.8687 5.8394 -0.9007  0.013
H: -2.4806 4.5997 0.3283  0.021
H: -3.1371 4.1094 -1.2388  0.017
H: -2.5532 0.7612 1.0928  0.132
H: -3.4287 -1.5443 1.5912  0.110
H: -2.6948 -3.7256 2.5328  0.099
H: -0.2811 -4.3739 2.3204  0.094
H: 1.2596 -2.7842 1.1753  0.109
Br: 1.3450 1.1260 3.0060  0.724
C: 2.9524 0.5224 2.1974  -0.747
C: 4.1213 0.5468 2.9387  -0.123
C: 5.2736 0.0915 2.3178  -0.062
C: 5.2090 -0.3684 1.0146  -0.007
C: 3.9850 -0.3535 0.3615  -0.183
N: 2.8761 0.0978 0.9552  0.027
C: 3.8783 -0.8812 -1.0798  -0.655
O: 4.9263 -1.2975 -1.5693  0.004
O: 2.7276 -0.8657 -1.6011  -0.150
H: 4.1168 0.9105 3.9551  0.091
H: 6.2140 0.0980 2.8554  0.104
H: 6.0653 -0.7406 0.4730  0.112
N: -2.2145 -2.0965 -3.3552  0.158
C: -1.5233 -1.1984 -2.5946  -0.534
O: -0.3978 -1.4584 -2.2097  -0.003
C: -2.2442 0.0869 -2.2802  -0.121
C: -2.9054 0.1169 -0.8963  -0.138
H: -1.7539 -2.9513 -3.6156  0.103
H: -3.1080 -1.8726 -3.7507  0.090
H: -3.0184 0.2587 -3.0335  0.108
H: -1.5217 0.9017 -2.3512  0.100
H: -3.5265 -0.7748 -0.7502  0.101
H: -3.5765 0.9770 -0.8924  0.099

## Properties
Frontier orbital gap = 0.2134 Eh
E_HOMO = -3.18 eV
ΔE to the lowest compared entry with this formula, charge and spin = 0.000 eV
Charge = -1
Largest force on an atom = 0.37 eV/A
E = -127778.837 eV

---

No. 5
C4H7BrOS | the ωB97M-V functional and the def2-TZVPD basis

Last column: Löwdin charge in e.
Positions of all 14 atoms, in Å:
C: 0.1942 -0.1858 -0.8595  -0.600
C: -0.0802 -1.2725 0.1189  -0.020
C: -0.2949 2.4058 0.6126  -0.605
C: 1.2232 0.6234 -0.9835  -0.586
O: -0.9129 -0.0044 -1.5723  -0.009
S: -1.7430 2.4087 -0.0140  0.688
Br: 2.7501 0.6717 0.1711  0.668
H: -0.6481 -1.9640 -0.4135  0.058
H: 0.9232 -1.6395 0.5047  0.088
H: -0.7654 -0.7922 0.9453  0.134
H: 0.0890 2.3751 1.6836  0.063
H: 0.3659 2.6389 -0.1746  -0.055
H: 1.2454 1.2323 -1.9374  0.103
H: -0.9465 0.8523 -2.0125  0.075

## Properties
Frontier orbital gap = 0.3120 Eh
E_HOMO = -8.68 eV
ΔE to the lowest compared entry with this formula, charge and spin = 1.499 eV
Largest force on an atom = 3.64 eV/A
E = -87184.160 eV